# 1
# C28H39N11S2Zr

A molecular structure, C28H39N11S2Zr (the ωB97M-V functional and the def2-TZVPD basis, the Open Molecules 2025 dataset).

Cartesian coordinates (Å):
Zr: -0.062 0.065 -0.193
S: -4.342 2.696 0.959
S: -4.496 -0.295 0.376
N: -0.688 -1.599 -2.003
N: 2.113 -0.277 -1.386
N: 0.192 3.643 -0.036
N: -0.612 -0.142 2.157
N: 0.936 -1.588 0.580
N: -2.122 0.347 -1.122
N: 1.894 3.808 1.521
N: 1.075 1.711 0.878
N: -1.099 3.938 -1.906
N: -2.677 1.475 -0.540
N: -0.002 1.905 -1.584
C: -2.384 -3.436 2.377
C: -1.728 0.725 2.598
C: -2.156 -1.940 -3.879
C: 2.630 -1.614 -1.062
C: 2.010 -0.063 -2.853
C: 4.139 -3.461 -1.330
C: -1.744 -1.233 -2.767
C: 3.654 -2.233 -1.758
C: -3.773 1.200 0.182
C: 2.729 3.237 2.575
C: -0.088 -2.748 -2.313
C: 2.052 -2.233 0.050
C: -0.453 -3.531 -3.400
C: -2.102 -2.103 2.598
C: 2.011 5.249 1.279
C: -5.846 2.156 1.784
C: -0.443 -3.638 0.958
C: -1.555 -4.195 1.556
C: 2.580 -3.441 0.504
C: -0.976 -1.539 2.010
C: 3.617 -4.045 -0.189
C: 3.156 0.678 -0.909
C: -0.322 3.108 -1.191
C: 1.090 3.014 0.809
C: 0.476 -0.042 3.161
C: -2.491 -0.092 -2.255
C: -1.487 -3.111 -4.213
C: -0.116 -2.296 1.195
H: -6.556 1.755 1.066
H: 3.349 0.512 0.149
H: 1.374 -0.534 2.791
H: 1.299 5.818 1.880
H: 4.935 -3.944 -1.879
H: -6.266 3.044 2.254
H: -1.471 1.761 2.383
H: 3.104 4.046 3.194
H: 2.826 1.700 -1.085
H: 4.098 -1.770 -2.630
H: 0.161 -0.534 4.084
H: -0.419 1.740 -2.494
H: -3.004 -1.595 -4.454
H: 0.081 -4.451 -3.592
H: 1.655 0.947 -3.034
H: 2.985 -0.160 -3.331
H: 1.331 -0.784 -3.297
H: 0.175 -4.244 0.311
H: -2.641 0.457 2.073
H: 2.151 2.574 3.218
H: 1.883 5.480 0.224
H: -1.787 -3.689 -5.077
H: -1.791 -5.235 1.375
H: 3.583 2.696 2.161
H: -1.777 3.517 -2.521
H: 2.178 -3.909 1.392
H: -5.633 1.407 2.541
H: -1.897 0.621 3.673
H: 4.088 0.502 -1.449
H: -2.760 -1.504 3.211
H: -0.081 4.584 0.196
H: -3.362 0.321 -2.756
H: -1.387 4.823 -1.520
H: 4.014 -4.987 0.166
H: 3.015 5.561 1.551
H: 0.668 1.004 3.382
H: 0.731 -3.060 -1.685
H: 1.810 1.356 1.477
H: -3.255 -3.887 2.832

Cartesian forces, eV/Å:
-0.0847 -0.3150 0.1806
0.0799 -0.3271 -0.1193
-0.0136 0.0914 0.0268
-0.0435 0.0759 -0.0274
0.2052 0.1061 -0.1082
0.0123 0.0126 -0.0203
-0.0624 0.1123 -0.0240
-0.0010 0.1746 -0.0066
0.3872 0.2824 0.2404
-0.0137 0.0613 0.0045
-0.0583 -0.0568 -0.0538
-0.0162 -0.0093 0.0118
-0.0031 -0.1805 0.1474
-0.0049 0.0260 -0.0237
-0.0244 0.0230 0.0306
-0.0116 0.0098 0.0141
-0.0441 0.0482 0.0344
-0.0611 -0.1798 0.1039
-0.0203 -0.0505 -0.0350
0.0547 0.0072 -0.0675
0.0844 -0.2619 0.0232
0.0561 0.1644 0.0100
-0.0963 0.2989 -0.0609
0.0083 -0.0153 0.0092
0.0661 -0.0014 -0.0333
0.1216 -0.0488 -0.2101
-0.0316 0.0070 -0.0013
0.0268 -0.0399 -0.0695
0.0059 0.0191 -0.0138
-0.0647 0.0295 0.0507
-0.0418 0.0318 0.0535
-0.0077 -0.0412 -0.0262
0.0099 0.1136 0.0465
-0.0699 -0.0974 -0.3124
0.0063 -0.0630 0.0557
-0.0086 0.0444 -0.0027
-0.0202 0.0104 -0.0550
-0.0202 -0.0220 -0.0180
0.0449 -0.0431 -0.0129
-0.2470 0.0586 0.3265
0.0247 -0.0404 -0.0047
-0.2588 -0.0515 0.0021
0.0222 0.0044 -0.0300
-0.0089 0.0023 0.0022
0.0065 0.0191 0.0106
-0.0084 -0.0063 -0.0045
-0.0021 0.0037 0.0045
0.0467 0.0226 -0.0262
-0.0043 0.0180 0.0099
0.0062 -0.0043 0.0020
-0.0070 -0.0059 0.0072
-0.0121 0.0054 0.0068
-0.0408 -0.0018 -0.0097
0.0640 -0.0355 -0.0104
-0.0003 0.0115 0.0097
-0.0063 -0.0004 -0.0078
0.0006 0.0079 -0.0022
0.0014 -0.0084 0.0163
-0.0028 -0.0054 -0.0041
0.0166 -0.0021 0.0207
0.0523 0.0140 0.0134
-0.0061 0.0089 -0.0180
-0.0102 -0.0152 -0.0096
-0.0015 -0.0008 0.0048
0.0150 0.0054 -0.0073
0.0034 0.0005 0.0019
0.0194 0.0140 -0.0057
-0.0250 0.0071 -0.0066
0.0319 -0.0068 -0.0048
0.0181 -0.0212 0.0047
-0.0090 -0.0131 -0.0280
-0.0073 -0.0103 0.0018
-0.0005 -0.0061 0.0260
0.0105 -0.0341 -0.0683
0.0032 -0.0001 -0.0030
-0.0021 0.0061 0.0010
-0.0032 -0.0057 0.0153
-0.0074 0.0017 -0.0203
0.0130 0.0230 0.0041
-0.0273 0.0266 0.0346
-0.0030 0.0178 0.0043

## Properties
* energy relative to the best compared isomer or geometry (same formula, charge and spin): 0.0 kcal/mol
* net charge: +2
* calculated total energy: -69001.6515 eV

# 2
# C28H39N3O4

C28H39N3O4 in the gas phase (the ωB97M-V functional and the def2-TZVPD basis, the Open Molecules 2025 dataset).

Cartesian coordinates (Å):
O: 6.071 0.290 -2.583
O: 4.877 -2.328 -2.897
O: -4.541 -1.883 0.291
O: 1.671 3.292 2.526
N: -8.052 0.507 0.295
N: -0.289 2.225 2.708
N: -5.811 -0.891 1.874
C: -7.033 -1.544 1.466
C: -1.506 0.965 1.009
C: 6.673 1.547 -2.344
C: 3.128 0.455 -0.336
C: 0.985 2.343 2.193
C: -9.121 0.875 1.195
C: 4.942 -0.056 -1.890
C: -3.525 -0.202 1.630
C: -2.303 1.058 3.275
C: 2.605 -0.821 -0.546
C: 6.942 -3.908 -1.529
C: 3.243 -1.693 -1.396
C: 7.237 -2.597 -2.253
C: -8.737 1.216 2.644
C: -7.694 -0.886 0.231
C: -4.653 -1.072 1.193
C: 6.211 -2.358 -3.368
C: 7.951 1.606 -3.166
C: 4.414 -1.352 -2.077
C: -1.345 1.410 2.322
C: 4.293 0.809 -1.025
C: -2.573 0.156 0.680
C: 8.642 -2.604 -2.846
C: -7.009 1.503 0.154
C: 1.452 1.254 1.331
C: 2.524 1.428 0.544
C: -6.184 1.325 -1.117
C: -3.379 0.264 2.934
H: 5.925 -3.909 -1.144
H: 8.849 -1.668 -3.359
H: 9.383 -2.739 -2.061
H: -0.476 2.865 3.470
H: 7.628 -4.045 -0.695
H: -5.894 -0.100 2.491
H: 2.850 -2.683 -1.568
H: -8.608 -1.451 0.016
H: 7.053 -4.749 -2.210
H: 2.988 2.408 0.562
H: -2.693 -0.205 -0.331
H: 5.992 2.355 -2.645
H: -6.320 1.546 1.015
H: 8.633 0.821 -2.852
H: -8.038 2.049 2.670
H: 1.701 -1.133 -0.048
H: 0.931 0.312 1.401
H: -8.290 0.367 3.154
H: 6.455 -1.445 -3.916
H: 8.748 -3.418 -3.560
H: -7.016 -1.020 -0.612
H: 7.722 1.470 -4.220
H: -6.778 -2.571 1.192
H: -5.576 2.212 -1.278
H: 4.684 1.802 -0.871
H: 6.905 1.659 -1.276
H: 8.431 2.571 -3.029
H: -4.086 -0.018 3.701
H: -6.842 1.191 -1.972
H: -0.805 1.271 0.248
H: 7.158 -1.774 -1.536
H: -9.631 1.506 3.190
H: -7.521 2.470 0.101
H: -5.518 0.470 -1.046
H: -9.619 1.753 0.766
H: -9.842 0.054 1.201
H: -2.189 1.406 4.291
H: 6.220 -3.204 -4.063
H: -7.718 -1.564 2.316

Cartesian forces, eV/Å:
-0.2107 -0.2746 -0.0172
-0.3531 0.1725 0.0269
-0.0122 -0.0623 -0.2444
0.0598 0.0294 -0.0588
0.0350 0.0689 0.0442
-0.0480 0.3650 0.4509
-0.1524 0.1373 0.2644
-0.2282 -0.0882 -0.4457
0.0077 0.0882 0.0717
0.2415 0.3357 -0.0072
0.2847 -0.4922 -0.4353
0.0548 0.2831 0.2100
-0.0052 0.1004 0.1205
0.1114 -0.2274 -0.1573
0.2629 0.0714 -0.0492
0.1646 0.0928 -0.0360
0.1160 0.2430 0.0389
-0.0346 0.2978 -0.0044
0.2042 0.0239 -0.1061
-0.2210 -0.1759 -0.1681
-0.0547 -0.0777 -0.3339
0.1260 -0.2450 0.2050
-0.0179 0.0865 0.2738
0.7453 0.0411 -0.0355
-0.3916 -0.1267 0.1953
-0.1314 0.1384 0.1859
-0.3670 -0.3354 -0.1598
-0.1531 0.0265 0.1404
-0.1611 -0.1261 0.1109
-0.2898 0.1386 0.1135
0.0710 0.0495 -0.1372
0.5624 -0.1422 -0.3507
-0.5715 0.2955 0.5351
-0.0841 0.0626 0.2854
-0.0626 -0.0028 -0.2050
-0.0761 -0.0773 0.0716
0.1023 0.1053 -0.0877
0.1110 -0.0235 0.0304
0.1362 -0.0334 -0.1802
0.0586 -0.0702 0.0896
0.1039 -0.0375 -0.1000
-0.0232 -0.1153 -0.0284
0.0574 -0.0630 -0.0570
0.0122 -0.1456 -0.0733
0.0036 0.0956 0.0533
-0.0144 -0.0397 -0.0892
0.0336 -0.0949 0.1080
-0.1057 0.1345 -0.0760
0.1005 -0.0508 0.0195
0.0737 0.0949 0.0578
-0.1201 -0.0510 0.0604
-0.0110 -0.1183 -0.0877
0.0599 -0.0846 0.1144
-0.0608 -0.1902 0.0193
0.0583 -0.1147 -0.1036
-0.0443 -0.1072 -0.0082
0.0142 0.0155 -0.1121
-0.1087 0.0272 0.1020
0.0943 0.0567 -0.0388
0.0715 0.0907 -0.0121
-0.1034 -0.0012 -0.0945
0.0694 0.0925 -0.0018
-0.0553 -0.0261 0.0592
-0.0506 -0.0236 -0.1210
0.0087 0.0247 -0.0609
-0.0033 0.0151 -0.0520
-0.0563 0.0501 0.1259
0.0640 0.0104 0.0734
0.0965 -0.1028 -0.0666
-0.0720 -0.0763 0.0595
-0.0658 0.0489 -0.0354
0.0431 -0.0053 0.1035
0.0569 0.0605 0.0538
0.0445 -0.0420 -0.0355

## Properties
* energy relative to the best compared isomer or geometry (same formula, charge and spin): 33.4 kcal/mol
* calculated total energy: -42329.4184 eV

# 3
# C28H39N4O9P2

4 unconnected molecules or ions with the total composition C28H39N4O9P2 (the ωB97M-V functional and the def2-TZVPD basis, the Open Molecules 2025 dataset).

Cartesian coordinates (Å):
P: -2.045 -2.936 0.868
P: -0.261 -4.093 0.162
O: 3.003 0.152 1.792
O: -1.574 2.614 -0.571
O: -1.895 2.959 -7.778
O: -0.986 4.820 -7.198
O: -2.967 2.046 -2.109
O: 0.358 -5.112 1.179
O: 4.261 -0.615 0.086
O: 0.178 -1.057 3.306
O: 0.864 -1.781 5.203
N: -1.874 2.422 -1.737
N: 0.291 -0.956 4.523
N: -1.953 4.104 -7.364
N: -2.383 -1.927 -0.251
C: -4.389 3.834 -7.183
C: -0.147 0.347 6.548
C: 3.529 -0.666 2.870
C: 1.188 2.763 -4.614
C: -4.618 6.453 -6.257
C: 0.859 -2.898 -0.541
C: 2.358 -7.168 2.995
C: 1.179 -1.790 0.464
C: -5.747 5.658 -6.402
C: -0.814 2.571 -2.753
C: -0.087 2.376 -5.007
C: -3.366 5.949 -6.571
C: 3.238 -6.029 2.481
C: 3.191 -0.338 0.538
C: 4.080 0.206 3.984
C: -1.328 2.436 6.398
C: -0.910 1.179 4.392
C: -0.277 0.228 5.175
C: 1.454 3.057 -3.282
C: -3.281 4.647 -7.028
C: -5.633 4.353 -6.863
C: 1.037 -4.630 2.408
C: -1.105 2.275 -4.072
C: 0.443 2.972 -2.338
C: 2.539 -4.666 2.250
C: 1.888 -0.587 -0.194
C: -1.440 2.293 5.020
C: -0.683 1.469 7.158
H: -4.273 2.824 -7.548
H: 3.807 -0.203 4.957
H: 3.670 1.213 3.905
H: -1.744 3.309 6.882
H: 0.618 3.205 -1.298
H: -0.976 1.052 3.322
H: 1.239 0.290 -0.174
H: -2.916 -4.024 1.032
H: -2.472 6.545 -6.468
H: 2.446 3.362 -2.978
H: 1.412 -7.240 2.452
H: -0.763 -4.899 -0.861
H: 0.360 -0.418 7.116
H: 0.348 -2.521 -1.434
H: 2.133 -7.071 4.059
H: -6.722 6.059 -6.157
H: 5.166 0.278 3.943
H: 4.300 -1.317 2.454
H: -6.515 3.737 -6.976
H: -0.595 1.587 8.229
H: 1.831 -2.216 1.229
H: -0.295 2.158 -6.047
H: 3.713 -6.343 1.552
H: 0.674 -5.311 3.174
H: -2.103 1.971 -4.352
H: 1.975 2.842 -5.352
H: 2.779 -4.311 1.243
H: -1.685 -2.580 2.182
H: 4.053 -5.872 3.188
H: -2.355 -0.940 -0.022
H: -1.938 3.052 4.432
H: 0.679 -3.625 2.654
H: 2.150 -0.808 -1.229
H: 1.767 -3.411 -0.877
H: 2.692 -1.277 3.214
H: -4.710 7.470 -5.899
H: 2.871 -8.119 2.863
H: 2.938 -3.908 2.930
H: 0.269 -1.475 0.972

Cartesian forces, eV/Å:
0.0059 0.0877 -0.2521
-0.1470 -0.0674 0.0492
-0.3028 -0.3094 -0.0101
-0.0528 0.0649 -0.0316
-0.0109 0.0271 0.0481
-0.0453 -0.0510 -0.0061
-0.0043 0.1538 0.0259
0.0738 0.0408 -0.0147
0.1923 -0.1896 0.0595
-0.1836 -0.0825 0.0222
-0.0533 0.0335 -0.0463
0.1231 -0.3925 0.0097
0.1284 -0.0281 -0.0063
0.0459 -0.0061 0.0265
0.0051 -0.0254 0.2809
-0.0369 0.0011 0.0063
-0.0184 0.0243 0.0274
0.2603 0.1142 -0.1437
-0.0304 -0.0130 0.0285
0.0005 -0.0028 0.0004
0.1472 0.0834 -0.1648
-0.0392 -0.0127 -0.0044
0.1618 -0.0434 -0.0453
0.0161 -0.0070 -0.0051
-0.0650 0.0758 0.0473
0.0019 0.0009 -0.0347
-0.0271 0.0210 0.0221
-0.0023 0.0051 -0.0131
-0.2285 0.1567 0.0419
-0.0132 -0.0009 0.0117
0.0057 -0.0127 -0.0116
-0.0006 0.0327 -0.0062
0.0334 -0.0314 -0.0193
-0.0349 0.0357 -0.0449
0.0432 0.0013 -0.0304
0.0010 0.0018 0.0021
-0.1298 -0.0768 0.2566
0.0033 -0.0012 -0.0496
0.1066 -0.0253 0.0591
0.0449 -0.0343 -0.0765
0.1021 0.1175 -0.1472
0.0010 -0.0007 0.0066
0.0022 -0.0036 0.0008
0.0191 0.0062 -0.0061
0.0208 0.0146 0.0002
-0.0586 -0.0375 0.0404
0.0027 -0.0001 -0.0002
-0.0128 -0.0004 0.0030
0.0080 -0.0083 0.0008
0.0903 0.0218 0.0385
-0.0415 -0.0064 0.0662
0.0095 -0.0146 -0.0117
-0.0061 0.0133 -0.0074
0.0675 -0.0442 -0.0189
0.0439 -0.0786 -0.0163
0.0001 -0.0090 -0.0148
-0.0385 0.0707 0.0847
-0.0487 0.0614 -0.0399
0.0015 -0.0015 0.0019
-0.0147 0.0608 -0.0688
0.0024 0.0113 0.0543
-0.0006 0.0061 0.0000
-0.0046 0.0036 -0.0033
-0.1004 0.0599 0.0885
0.0129 0.0131 -0.0008
-0.0582 0.0056 -0.0271
0.0673 0.0825 0.0357
-0.0009 -0.0012 0.0134
-0.0041 0.0020 -0.0014
0.0240 0.0842 0.0716
0.0084 -0.0500 0.0607
0.0327 -0.0355 -0.0431
-0.0217 0.0030 -0.1767
0.0007 -0.0012 0.0041
-0.0051 -0.0040 -0.1368
-0.0817 0.0498 0.0057
-0.0882 -0.0368 -0.0325
0.0146 0.0088 0.0634
-0.0049 -0.0030 -0.0022
0.0250 0.0083 0.0473
-0.0245 -0.0657 0.0555
0.0851 0.1496 0.0035

## Properties
* energy relative to the best compared isomer or geometry (same formula, charge and spin): 0.0 kcal/mol
* net charge: +1
* calculated total energy: -72618.8478 eV

no.,E_LUMO (eV)
1,-6.2
2,0.1
3,-3.3